Density functional theory data (ωB97M-V/def2-TZVPD) for the molecule C4H4ClF in a non-equilibrium geometry.

```
10
Properties=species:S:1:pos:R:3
C -1.488 0.208 0.029
C -0.558 -0.763 0.071
C 0.876 -0.556 -0.075
C 1.557 0.633 -0.002
H -0.877 -1.794 0.159
H 1.325 -1.599 -0.160
H 2.597 0.811 -0.286
H 1.021 1.541 0.326
F -1.231 1.498 -0.023
Cl -3.223 0.021 -0.040
```

F_max, Eh/bohr: 0.0371
DFT total energy, eV: -19451.025
Net charge: 0
2S+1: 1
Relative energy (zero: lowest compared OMol25 entry of this formula, charge and spin), eV: 0.432
HOMO-LUMO gap, eV: 9.323
LUMO energy, eV: 0.52
SMILES: C=C/C=C(\F)Cl
HOMO energy, Ha: -0.324